{"formula": "C18H48AsF6O19S6V", "method": "wB97M-V/def2-TZVPD", "elements": ["O", "O", "S", "C", "O", "O", "O", "H", "H", "H", "C", "H", "H", "H", "H", "H", "H", "C", "F", "H", "H", "O", "H", "H", "H", "C", "H", "C", "H", "H", "H", "C", "C", "H", "F", "H", "C", "H", "C", "H", "O", "F", "H", "H", "S", "S", "H", "H", "C", "H", "C", "H", "O", "H", "C", "H", "H", "O", "S", "C", "O", "H", "H", "H", "H", "H", "C", "H", "O", "V", "O", "H", "F", "F", "H", "H", "O", "C", "H", "O", "H", "O", "H", "As", "O", "S", "S", "H", "C", "H", "F", "O", "O", "H", "C", "C", "H", "O", "H"], "xyz": [[16.6159, -11.5986, -7.0699], [22.2615, -6.5874, -13.0081], [21.8986, -5.7761, -11.9043], [18.9994, -6.8387, 1.0310], [13.2901, -7.8324, -4.4029], [20.4303, -3.7767, -4.6595], [20.1599, -6.2830, 0.2949], [18.5618, -12.8224, -8.4294], [15.9086, -7.3616, -0.6553], [18.9622, -2.0446, -7.1098], [16.6050, -11.4480, -4.6165], [17.0798, -6.2704, 1.5168], [16.1206, -9.0050, -0.7498], [20.9213, -1.9464, -5.4391], [22.0178, -5.6456, -9.1397], [20.2095, -5.7149, -9.4757], [15.5554, -11.2307, -4.4360], [18.3151, -10.5216, 0.2224], [20.9494, -7.6358, -2.5717], [20.1143, -3.3024, -7.2404], [18.6578, -7.6855, 0.4413], [23.2189, -7.7133, -3.7928], [19.2672, -7.1167, 2.0480], [17.6189, -12.4711, -0.4521], [20.1964, -4.9027, -13.3679], [17.0235, -10.8248, -5.9446], [19.5572, -5.3913, -11.8244], [18.6186, -11.7734, -8.6994], [18.7733, -11.6672, -9.7725], [19.1091, -2.7076, -2.5170], [21.8377, -8.1214, -8.6934], [17.9190, -5.7745, 1.0259], [19.3589, -2.9041, -6.5664], [19.3735, -1.9555, -4.5518], [18.9586, -9.1263, -2.7610], [19.6506, -3.8101, -1.2093], [14.9747, -13.5348, -0.3493], [19.3023, -10.9593, 0.0728], [19.9949, -2.4904, -5.2648], [20.8793, -7.2684, -7.5180], [14.6712, -11.2865, -1.6472], [20.8278, -9.5056, -4.1994], [20.0681, -8.0350, -8.8179], [18.0573, -10.3558, 1.2658], [21.4650, -7.1173, 0.3007], [12.7440, -7.7424, -3.0937], [21.7119, -7.2933, 2.6715], [17.6552, -5.4811, 0.0117], [21.1673, -6.2414, -9.4569], [18.1915, -4.8875, 1.5954], [20.9701, -7.4668, -8.5899], [12.0483, -9.4414, -1.6519], [22.3051, -6.4947, -0.7336], [17.0281, -11.0298, -1.3998], [15.2598, -8.1396, -2.5727], [23.2706, -6.9465, 1.7004], [18.1001, -10.6408, -5.9820], [11.9238, -6.6339, -2.7356], [14.7138, -11.7889, -0.3084], [17.2771, -11.4394, -0.4223], [13.9387, -7.8427, -2.0412], [18.5407, -3.5907, -6.3626], [16.7296, -12.5304, -4.6919], [15.9253, -13.8486, -0.7644], [10.8267, -9.0624, -2.9665], [16.6096, -9.8129, -5.9666], [20.4050, -4.9018, -12.3013], [12.3156, -10.0127, -3.3202], [16.1422, -11.7577, -9.4105], [22.9270, -6.6115, -2.7146], [13.6625, -11.4602, 0.5772], [17.2686, -11.0496, -3.8525], [18.8073, -6.8366, -3.4659], [20.7309, -7.1206, -4.9231], [18.8234, -4.4886, -2.6461], [15.1798, -9.0959, -3.0818], [21.8142, -2.6945, -2.9895], [22.2082, -6.7682, 1.8669], [14.1845, -13.8735, -1.0240], [17.0633, -9.6555, -8.4724], [22.1555, -5.6860, 2.0051], [21.1379, -8.4868, 0.2114], [19.3316, -11.2305, -8.0887], [19.8203, -8.1755, -3.8815], [21.4068, -6.7706, -10.7759], [20.9683, -3.7965, -3.2175], [16.9940, -11.0759, -8.5213], [20.4732, -3.8743, -11.9540], [16.1935, -8.1324, -1.3940], [14.7902, -13.9475, 0.6382], [18.8313, -8.5987, -5.1951], [22.8189, -4.8569, -11.3139], [21.4684, -5.1707, -3.1056], [17.2084, -7.7713, -1.5563], [19.4806, -3.7018, -2.2777], [11.8628, -9.2416, -2.7020], [18.3556, -9.5663, -0.2987], [16.0764, -11.3407, 0.3963], [15.5987, -7.3767, -3.2720]], "mulliken_charge": [-0.3866, -0.6047, 1.2719, 0.7690, -0.6229, -0.1653, -0.1630, 0.3336, 0.3646, 0.4319, -0.5643, 0.4566, 0.0924, 0.2920, 0.3601, 0.2400, 0.2195, -0.5821, -0.1917, 0.2601, -0.5287, -0.4060, 0.5011, 0.5698, 0.3718, -0.2893, 0.2875, -0.9037, 0.3932, 0.4947, 0.3740, -1.5087, -1.1569, 0.3924, -0.4011, 0.3321, -1.0231, 0.4297, -0.2607, 0.1515, -0.4623, -0.5212, 0.3063, 0.4313, 1.2044, 1.1768, 0.3769, 0.2880, -0.1427, 0.4032, -1.0372, 0.2546, -0.7620, 0.2498, -0.3422, 0.4724, 0.2178, -0.6280, 1.2211, -0.3529, -0.3976, 0.3211, 0.4295, 0.3253, 0.4220, 0.3208, -0.9358, 0.2689, -0.6474, 1.4784, -0.6657, -0.0620, -0.5208, -0.5712, 0.2337, 0.1159, -0.6735, -1.1942, 0.3797, -0.5956, 0.3845, -0.5579, 0.2621, 2.1662, -0.3046, 0.8962, 1.2566, 0.3195, 0.1432, 0.3463, -0.4757, -0.6678, -0.2086, -0.4102, -0.8278, -0.8532, -0.5384, -0.4653, 0.5187], "de_lowest_kcal_mol": 110.5, "gap_ev": [5.29, 5.78], "charge": 1, "total_energy_ev": -226182.1116, "spin_multiplicity": 2, "s_squared": 0.792}

***

{"formula": "C3H5O2", "method": "wB97M-V/def2-TZVPD", "elements": ["H", "H", "C", "C", "C", "O", "H", "H", "H", "O"], "xyz": [[0.5101, 3.0382, 0.1172], [-0.2017, 2.0327, -1.4433], [0.2681, 2.1412, -0.4306], [-0.9977, -1.7877, 0.1018], [1.1684, 0.0166, 0.5228], [1.6885, -0.8951, 0.9312], [-1.6826, -1.9963, 0.9148], [-0.9683, -0.8782, -0.5039], [-0.4330, -2.6724, -0.3532], [0.6482, 1.0009, 0.1432]], "mulliken_charge": [0.3336, 0.3186, -0.2003, -1.0592, 0.6936, -0.0943, 0.3164, 0.4292, 0.3236, -0.0612], "de_lowest_kcal_mol": 137.8, "gap_ev": [10.53, 6.87], "charge": 1, "total_energy_ev": -7272.7488, "spin_multiplicity": 1}

***

{"formula": "C4H15NO3", "method": "wB97M-V/def2-TZVPD", "elements": ["C", "O", "C", "H", "O", "C", "O", "H", "H", "H", "H", "H", "H", "H", "H", "H", "H", "H", "H", "C", "H", "H", "N"], "xyz": [[0.5087, -1.5099, -0.0142], [0.0262, 1.1676, -1.6722], [0.4807, 1.8248, -2.7856], [-1.2877, -2.7351, 0.4030], [0.8825, 0.5692, 2.6759], [-1.7952, -0.5180, 0.3906], [1.3730, 1.5765, 0.0614], [1.1907, 0.7689, 1.7015], [-0.6081, -2.4289, 2.7400], [-1.1229, 0.3130, 0.6423], [0.5987, 1.5546, -0.7410], [0.3632, -0.2969, 2.5878], [1.1715, -2.3476, 0.1114], [0.2601, 1.2636, -3.7221], [-2.1747, -0.4588, -0.6273], [-2.6197, -0.4834, 1.1214], [0.9793, -0.5573, 0.2603], [0.0328, 2.8430, -2.9201], [1.5753, 1.9509, -2.7677], [-0.8415, -1.7899, 0.7521], [0.1931, -1.4073, -1.0403], [1.4332, 2.3442, 0.6941], [-0.6193, -1.6433, 2.1487]], "mulliken_charge": [-0.7513, -0.4790, -0.6771, 0.4121, -0.6934, -0.9134, -0.8962, 0.4425, 0.2407, 0.2385, 0.4303, 0.4053, 0.3432, 0.2125, 0.3558, 0.3641, 0.0577, 0.2383, 0.2720, 0.1347, 0.3068, 0.2558, -0.2999], "de_lowest_kcal_mol": 187.0, "gap_ev": 3.37, "charge": 0, "total_energy_ev": -12016.1111, "spin_multiplicity": 1}

***

{"formula": "C4H10O", "method": "wB97M-V/def2-TZVPD", "elements": ["C", "H", "H", "C", "H", "H", "C", "H", "H", "O", "H", "H", "H", "H", "C"], "xyz": [[1.2831, -2.5309, -1.9859], [-0.2537, 3.0793, 1.6622], [-0.2316, 1.2062, 1.4596], [-0.5220, 2.1979, 1.0932], [1.0619, -1.5149, -2.2872], [-2.5153, 1.3253, 0.8595], [1.5162, -2.8944, -0.6579], [1.3758, -3.2122, -2.8228], [1.6872, -3.8473, -0.1737], [1.4322, -1.8555, 0.1277], [0.1925, 2.1554, 0.2495], [-2.0966, 2.6564, -0.3539], [-2.4523, 3.1248, 1.1217], [1.5158, -2.1339, 1.0496], [-1.9933, 2.2437, 0.6584]], "mulliken_charge": [-0.5562, 0.2879, 0.1702, -0.7020, 0.3046, 0.2979, 0.4312, 0.3034, 0.3595, -0.2526, 0.2485, 0.2726, 0.2557, 0.4076, -0.8283], "de_lowest_kcal_mol": 30.3, "gap_ev": [8.19, 4.70], "charge": 1, "total_energy_ev": -6347.0106, "spin_multiplicity": 2, "s_squared": 0.756}